{
  "formula": "C34H56CuN3OP2S",
  "method": "wB97M-V/def2-TZVPD",
  "molar_mass_g_mol": 680.40,
  "total_charge": 1,
  "spin_multiplicity": 2,
  "largest_force_ha_per_bohr": 0.120,
  "e_tot_ha": -4289.78431,
  "species": ["C", "C", "C", "C", "C", "H", "H", "H", "N", "P", "P", "C", "H", "H", "C", "O", "C", "H", "C", "C", "C", "C", "C", "H", "H", "H", "C", "H", "H", "H", "C", "H", "H", "H", "C", "H", "H", "H", "C", "H", "H", "H", "C", "H", "H", "H", "C", "H", "H", "H", "C", "H", "H", "H", "C", "H", "H", "H", "C", "H", "H", "H", "C", "H", "H", "H", "C", "H", "H", "H", "Cu", "N", "C", "C", "C", "C", "C", "H", "H", "H", "H", "H", "H", "H", "H", "H", "S", "C", "N", "C", "C", "C", "C", "H", "H", "H", "H", "H"],
  "coordinates": [[-0.5108, -2.3900, -1.6238], [1.7296, -2.4048, -0.7525], [-0.3529, -3.6332, -2.2279], [1.8954, -3.7150, -1.3315], [0.8849, -4.3078, -2.0546], [-1.1711, -4.0734, -2.8036], [2.8579, -4.2167, -1.1934], [1.0351, -5.2982, -2.4990], [0.4728, -1.7883, -0.8932], [-2.1986, -0.7166, -0.1693], [2.5728, -0.0127, 0.2504], [-1.8138, -1.6318, -1.7589], [-1.6883, -0.8472, -2.5249], [-2.6260, -2.2993, -2.0932], [-0.1161, 1.7027, 1.2628], [-0.2131, 2.7159, 1.8537], [2.7724, -1.7427, -0.0921], [3.7550, -2.2266, -0.0757], [3.4223, 0.9111, -1.2291], [3.5978, 0.3854, 1.8235], [-3.5757, 0.5803, -0.6203], [-2.9264, -2.0943, 0.9479], [3.0091, 2.3957, -1.2377], [3.4984, 2.9606, -0.4305], [3.3123, 2.8608, -2.1952], [1.9217, 2.5147, -1.1141], [4.9576, 0.8023, -1.2604], [5.4417, 1.3741, -0.4523], [5.2879, -0.2491, -1.2004], [5.3269, 1.2126, -2.2206], [2.8999, 0.1901, -2.4922], [3.1913, 0.7702, -3.3895], [3.3406, -0.8162, -2.5737], [1.8069, 0.0679, -2.4871], [3.8323, 1.9025, 1.9539], [2.8838, 2.4621, 1.8789], [4.2701, 2.1131, 2.9477], [4.5339, 2.2897, 1.1977], [2.8049, -0.0765, 3.0569], [1.8773, 0.5023, 3.1834], [2.5535, -1.1465, 2.9976], [3.4303, 0.0811, 3.9561], [4.9353, -0.3849, 1.8315], [5.5936, -0.1276, 0.9903], [5.4758, -0.1452, 2.7670], [4.7568, -1.4730, 1.8179], [-3.1978, -1.4881, 2.3405], [-3.5779, -2.2803, 3.0121], [-2.2843, -1.0744, 2.7902], [-3.9583, -0.6899, 2.3015], [-1.8640, -3.2167, 1.0451], [-1.8427, -3.8216, 0.1245], [-0.8476, -2.8451, 1.2246], [-2.1396, -3.8796, 1.8858], [-4.2071, -2.7630, 0.3983], [-4.3513, -3.7190, 0.9346], [-5.1116, -2.1617, 0.5560], [-4.1236, -3.0036, -0.6761], [-3.5781, 0.8231, -2.1416], [-3.9204, -0.0634, -2.7016], [-4.2732, 1.6534, -2.3692], [-2.5824, 1.1051, -2.5101], [-3.1862, 1.8853, 0.1040], [-2.2072, 2.2561, -0.2359], [-3.9502, 2.6591, -0.1009], [-3.1222, 1.7423, 1.1957], [-5.0190, 0.2132, -0.2265], [-5.3997, -0.6471, -0.7977], [-5.1294, 0.0060, 0.8488], [-5.6654, 1.0796, -0.4625], [0.1019, 0.0589, 0.2818], [-0.0854, 1.1356, -1.5348], [-0.1709, 1.7786, -2.5115], [-0.2859, 2.5758, -3.7480], [0.8260, 2.1522, -4.7407], [-1.6792, 2.3024, -4.3726], [-0.1247, 4.0770, -3.3941], [1.8253, 2.3404, -4.3184], [0.7463, 1.0831, -4.9910], [0.7161, 2.7435, -5.6662], [-2.4901, 2.6078, -3.6914], [-1.7727, 2.8805, -5.3078], [-1.7998, 1.2319, -4.6064], [-0.1973, 4.6721, -4.3206], [-0.9100, 4.4122, -2.6988], [0.8580, 4.2662, -2.9314], [0.2046, -1.1140, 2.4099], [-0.3038, -0.6844, 3.9305], [-0.7107, -1.6892, 4.7655], [-1.1458, -1.4493, 6.0326], [-1.1873, -0.1469, 6.5243], [-0.7778, 0.8999, 5.7041], [-0.3353, 0.6381, 4.4069], [-0.6943, -2.6804, 4.4329], [-1.4603, -2.2719, 6.6624], [-1.5309, 0.0483, 7.5320], [-0.8002, 1.9171, 6.0741], [-0.0201, 1.4692, 3.8173]],
  "forces_ev_per_angstrom": [[0.639, -0.301, -0.023], [-0.833, 0.267, -0.255], [0.071, 0.419, 0.198], [-0.201, -0.117, -0.152], [0.156, 0.365, 0.242], [0.311, 0.162, 0.256], [-0.377, 0.191, -0.077], [-0.052, 0.416, 0.194], [0.460, -0.616, 0.187], [-0.873, -0.511, -0.210], [1.310, -0.473, -0.138], [-0.037, 0.332, 0.142], [-0.023, -0.343, 0.245], [0.307, 0.280, 0.194], [-0.413, 5.497, 2.762], [0.452, -4.564, -2.557], [-0.355, 0.369, -0.068], [-0.421, 0.225, 0.228], [-0.415, -0.049, 0.016], [-0.135, -0.044, -0.132], [0.133, -0.226, -0.040], [0.093, 0.115, -0.156], [0.001, 0.116, 0.025], [-0.172, -0.183, -0.348], [-0.130, -0.165, 0.326], [0.388, 0.006, -0.089], [0.132, -0.040, 0.140], [-0.179, -0.221, -0.353], [-0.127, 0.403, -0.040], [-0.220, -0.157, 0.364], [-0.026, -0.042, -0.126], [-0.088, -0.240, 0.388], [-0.143, 0.385, 0.026], [0.430, 0.026, -0.053], [0.138, 0.037, 0.014], [0.326, -0.132, 0.019], [-0.182, -0.094, -0.382], [-0.303, -0.152, 0.345], [0.529, 0.132, 0.311], [0.621, -0.171, -0.035], [0.269, 0.517, 0.070], [-0.127, 0.005, -0.340], [0.102, -0.065, -0.022], [-0.261, -0.112, 0.363], [-0.239, -0.081, -0.353], [0.074, 0.410, 0.021], [-0.153, 0.026, 0.090], [0.072, 0.258, -0.256], [-0.522, -0.166, -0.348], [0.272, -0.332, 0.059], [0.123, -0.104, -0.126], [-0.102, 0.162, 0.347], [-0.533, -0.277, -0.102], [0.054, 0.188, -0.294], [-0.127, -0.014, 0.016], [0.077, 0.352, -0.203], [0.363, -0.266, -0.038], [-0.041, 0.077, 0.420], [0.107, 0.017, 0.051], [0.110, 0.313, 0.218], [0.251, -0.301, 0.098], [-0.549, -0.247, 0.318], [-0.016, 0.032, 0.019], [-0.332, -0.071, 0.010], [0.345, -0.278, 0.108], [-0.105, 0.033, -0.308], [-0.104, 0.013, 0.076], [0.166, 0.355, 0.200], [0.000, 0.096, -0.435], [0.260, -0.321, 0.081], [0.357, -1.261, -0.759], [-0.450, 2.255, -3.451], [0.184, -1.426, 2.165], [-0.053, 0.315, -0.486], [0.036, -0.050, 0.065], [0.004, 0.206, -0.081], [0.012, -0.026, 0.080], [-0.378, -0.050, -0.165], [0.045, 0.349, 0.064], [0.014, -0.242, 0.402], [0.406, -0.002, -0.436], [0.113, -0.234, 0.368], [0.027, 0.394, 0.035], [0.021, -0.273, 0.374], [0.240, -0.117, -0.237], [-0.358, -0.065, -0.188], [-0.233, -1.207, 0.128], [0.244, -0.106, -0.626], [-0.429, -0.715, 1.115], [0.015, 1.433, 0.457], [-0.163, -1.423, 0.005], [0.458, -0.135, -1.349], [-0.772, 0.173, 2.168], [0.121, 1.437, 0.091], [0.116, -0.164, -0.341], [0.010, -0.193, -0.088], [0.018, -0.007, -0.038], [0.170, 0.016, -0.401]],
  "mulliken_spin": [0.01, -0.03, 0.02, 0.02, 0.00, 0.00, 0.00, 0.00, 0.11, 0.00, 0.06, 0.00, 0.00, 0.00, 0.02, -0.01, 0.08, 0.01, 0.07, 0.04, 0.04, 0.03, 0.01, 0.00, 0.00, -0.01, 0.00, 0.00, 0.00, 0.00, 0.01, 0.00, 0.00, -0.01, 0.01, 0.00, 0.00, 0.00, 0.00, 0.00, 0.00, 0.00, 0.01, 0.00, 0.00, 0.00, 0.01, 0.00, 0.00, 0.00, 0.01, 0.00, 0.00, 0.00, 0.00, 0.00, 0.00, 0.00, 0.01, 0.00, 0.00, 0.00, 0.00, 0.00, 0.00, 0.00, 0.00, 0.00, 0.00, 0.00, 0.44, 0.01, 0.00, 0.00, 0.00, 0.00, 0.00, 0.00, 0.00, 0.00, 0.00, 0.00, 0.00, 0.00, 0.00, 0.00, 0.01, 0.00, 0.00, 0.00, 0.00, 0.00, 0.00, 0.00, 0.00, 0.00, 0.00, 0.00]
}

{
  "formula": "C3H3N",
  "method": "wB97M-V/def2-TZVPD",
  "relative_energy_kj_mol": 538.0,
  "molar_mass_g_mol": 53.06,
  "largest_force_ha_per_bohr": 0.172,
  "species": ["C", "C", "N", "C", "H", "H", "H"],
  "coordinates": [[-0.3632, 1.6389, -1.9067], [-0.1694, 0.6714, -0.5466], [0.1467, 0.0559, 0.3950], [0.3469, -0.8172, 1.2682], [-0.5491, 0.7121, -2.5374], [0.6701, -0.5060, 2.1873], [-0.0820, -1.7552, 1.1402]],
  "forces_ev_per_angstrom": [[0.875, -4.292, 4.725], [-1.172, 5.152, -7.074], [-0.011, 0.305, -0.138], [-0.121, -0.726, 0.522], [-0.226, 0.699, 0.079], [0.942, 0.564, 2.226], [-0.288, -1.703, -0.340]],
  "mulliken_charge": [-0.48, 0.17, 0.00, -0.36, 0.14, 0.26, 0.26]
}

{
  "formula": "C17H54O10",
  "method": "wB97M-V/def2-TZVPD",
  "relative_energy_kj_mol": 276.1,
  "molar_mass_g_mol": 418.61,
  "total_charge": 1,
  "spin_multiplicity": 2,
  "largest_force_ha_per_bohr": 0.069,
  "species": ["C", "O", "H", "H", "H", "H", "C", "O", "H", "H", "H", "H", "C", "O", "H", "H", "H", "H", "C", "C", "O", "H", "H", "H", "H", "H", "H", "C", "C", "O", "H", "H", "H", "H", "H", "H", "C", "C", "O", "H", "H", "H", "H", "H", "H", "C", "C", "O", "H", "H", "H", "H", "H", "H", "C", "C", "O", "H", "H", "H", "H", "H", "H", "C", "C", "O", "H", "H", "H", "H", "H", "H", "C", "C", "O", "H", "H", "H", "H", "H", "H"],
  "coordinates": [[-2.6425, 2.6071, 1.6260], [-3.2513, 3.4232, 0.7236], [-2.6704, 2.9654, 2.6551], [-3.0688, 1.6062, 1.5585], [-1.5927, 2.6220, 1.3330], [-3.6136, 2.8034, 0.0863], [4.4984, 0.1525, -0.0451], [5.1354, 0.8688, 1.0250], [4.5025, -0.8302, 0.4265], [3.5292, 0.5114, -0.3915], [5.0964, -0.1359, -0.9095], [4.5280, 0.8044, 1.7655], [0.3514, -0.3281, 0.7015], [0.9487, 0.3913, -0.3018], [-0.0513, 0.2603, 1.5259], [-0.3431, -1.0775, 0.3217], [1.1474, -0.8004, 1.2772], [0.3063, 1.0577, -0.5566], [1.2191, -3.0933, -1.4072], [-0.1335, -3.7776, -1.3747], [-0.4871, -4.2212, -2.7374], [1.4887, -2.8301, -0.3844], [1.1358, -2.2756, -2.1230], [1.9863, -3.6955, -1.8939], [-0.8402, -3.1168, -0.8727], [-0.0118, -4.6809, -0.7770], [-1.0449, -3.5145, -3.0707], [2.0030, 1.8550, 3.2759], [2.5036, 0.4532, 3.8624], [3.6802, 0.0080, 3.2524], [1.0192, 2.0556, 3.7003], [1.8076, 1.7022, 2.2145], [2.7342, 2.6602, 3.3469], [1.7846, -0.3350, 3.6390], [2.5842, 0.4434, 4.9494], [3.6062, -0.9420, 3.1352], [2.8434, 0.0541, -3.2840], [2.9240, 1.5690, -3.7339], [4.1160, 2.2331, -3.3540], [3.5958, -0.5293, -3.8146], [1.8521, -0.3616, -3.4650], [3.0904, -0.0913, -2.2323], [2.1142, 2.1355, -3.2742], [2.8649, 1.6856, -4.8161], [3.9182, 3.1478, -3.5679], [0.1907, 5.3073, -0.3512], [0.8506, 3.9096, -0.6220], [0.0608, 2.9563, -1.2173], [1.0945, 5.8066, -0.0020], [-0.5815, 5.3051, 0.4181], [-0.2380, 5.7577, -1.2465], [1.2067, 3.5060, 0.3258], [1.6693, 4.1547, -1.2986], [-0.0318, 3.1299, -2.1569], [-1.0881, -0.2589, -2.6545], [-1.8057, -0.7237, -3.9204], [-0.9511, -1.7140, -4.4538], [-1.5340, 0.6502, -2.2511], [-0.0635, 0.1117, -2.6840], [-1.1652, -0.9438, -1.8100], [-1.9069, 0.0749, -4.6553], [-2.7554, -1.1921, -3.6618], [-1.2072, -2.0066, -5.3315], [-3.5432, -1.2867, 0.2753], [-5.0308, -1.1845, 0.4411], [-5.3673, -1.7969, 1.6229], [-3.1421, -1.9947, -0.4500], [-2.9337, -1.3462, 1.1770], [-3.1908, -0.3766, -0.2101], [-5.4509, -1.7980, -0.3558], [-5.3403, -0.1413, 0.3781], [-5.4380, -1.1061, 2.2857], [-1.6465, -2.0481, 3.2892], [-2.3845, -3.1898, 4.1054], [-1.4362, -4.2740, 4.2109], [-0.6334, -1.8959, 3.6615], [-2.1896, -1.1048, 3.2328], [-1.3534, -2.3290, 2.2776], [-3.3241, -3.5664, 3.7012], [-2.7420, -2.8942, 5.0918], [-1.7616, -4.9372, 4.8240]],
  "forces_ev_per_angstrom": [[1.636, -0.884, 0.912], [-1.744, 1.108, -1.274], [-0.426, 0.161, -0.012], [0.296, -0.275, 0.407], [0.554, -0.747, 0.349], [-0.254, 0.616, -0.411], [1.485, 0.094, -0.042], [0.638, -0.812, -3.380], [-1.047, -0.882, 0.702], [-0.725, 0.069, 0.882], [0.847, 1.285, 0.092], [-1.643, 0.122, 2.258], [0.461, -1.073, 1.795], [0.513, 0.869, -0.627], [-0.853, 0.494, -0.361], [-0.169, -0.026, 0.231], [0.224, -0.802, -0.299], [0.142, 0.697, -0.585], [-0.222, 0.031, -0.885], [1.089, -1.272, -1.107], [-0.147, 0.729, 2.046], [0.297, 0.379, -0.155], [0.031, 0.684, 0.547], [-0.039, -0.516, 0.439], [-0.499, -0.109, -0.365], [-0.428, -0.085, 0.021], [0.039, 0.132, -0.575], [0.424, -2.267, 0.023], [-2.038, 1.224, -0.092], [1.804, 0.202, -1.273], [0.299, 0.420, 0.305], [0.065, -0.066, -0.233], [-0.185, -0.019, 0.526], [-0.676, 0.398, 0.019], [0.348, 0.391, 0.018], [0.192, -0.103, 0.148], [0.819, 1.374, -0.630], [-0.469, -1.053, 0.374], [0.379, -0.330, 0.552], [-0.128, -0.019, -0.268], [0.137, 0.089, -0.087], [-0.329, 0.321, 0.104], [-0.507, -0.243, -0.029], [-0.451, -0.516, -0.147], [0.513, 0.237, 0.080], [0.644, -1.405, 0.179], [-0.147, 2.290, 0.148], [-1.261, -1.614, -0.496], [-0.415, 0.909, 0.057], [0.120, -0.160, 0.047], [0.316, 0.028, -0.058], [0.172, -0.054, -0.079], [0.573, -0.238, 0.228], [-0.114, 0.111, -0.005], [-0.650, 1.234, 0.901], [1.193, -0.124, 0.419], [0.623, -0.750, -0.157], [-0.766, 0.156, -0.071], [0.214, -0.730, -0.872], [0.090, -0.427, -0.312], [-0.345, 0.198, 0.191], [-0.304, 0.399, -0.024], [-0.249, 0.093, -0.059], [1.998, 1.356, -1.241], [0.981, -0.798, -1.153], [-1.181, -0.270, 1.789], [-0.490, -0.759, 0.269], [-0.550, -0.190, 0.135], [0.119, 0.545, -0.028], [-0.530, 0.454, -0.159], [-0.341, -0.059, -0.040], [-0.086, -0.222, 0.291], [-0.159, -1.071, 0.428], [0.789, 0.027, -0.418], [-0.135, 0.614, -0.149], [-0.189, 0.224, 0.941], [-0.029, -0.099, 0.235], [-0.807, -0.507, -0.249], [0.136, 0.193, -1.000], [0.673, 0.623, 0.295], [-0.143, 0.001, 0.022]],
  "mulliken_spin": [0.00, 0.00, 0.00, 0.00, 0.00, 0.00, 0.11, 0.77, 0.09, 0.01, 0.01, -0.01, 0.00, 0.00, 0.00, 0.00, 0.00, 0.00, 0.00, 0.00, 0.00, 0.00, 0.00, 0.00, 0.00, 0.00, 0.00, 0.00, 0.00, 0.00, 0.00, 0.00, 0.00, 0.00, 0.00, 0.00, 0.00, 0.00, 0.01, 0.00, 0.00, 0.00, 0.00, 0.00, 0.00, 0.00, 0.00, 0.00, 0.00, 0.00, 0.00, 0.00, 0.00, 0.00, 0.00, 0.00, 0.00, 0.00, 0.00, 0.00, 0.00, 0.00, 0.00, 0.00, 0.00, 0.00, 0.00, 0.00, 0.00, 0.00, 0.00, 0.00, 0.00, 0.00, 0.00, 0.00, 0.00, 0.00, 0.00, 0.00, 0.00]
}

{
  "formula": "CH8N2P",
  "method": "wB97M-V/def2-TZVPD",
  "relative_energy_kj_mol": 81.9,
  "molar_mass_g_mol": 79.06,
  "total_charge": 1,
  "largest_force_ha_per_bohr": 0.021,
  "species": ["C", "N", "N", "P", "H", "H", "H", "H", "H", "H", "H", "H"],
  "coordinates": [[0.0448, -1.4920, 0.1214], [0.1742, 2.2101, -0.9947], [-0.8014, -2.1705, 0.8495], [1.1734, -0.2565, 0.6259], [0.8739, 0.7007, -0.3830], [0.1823, -1.8635, -0.8927], [0.3325, 2.3107, -1.9929], [-0.8272, 2.2671, -0.8342], [-0.9833, -1.9314, 1.8158], [0.6177, 3.0022, -0.5374], [-1.2549, -3.0054, 0.4971], [0.4681, 0.2286, 1.7252]],
  "forces_ev_per_angstrom": [[-0.197, -0.762, 0.142], [-0.008, 0.249, -0.308], [0.249, 0.146, -0.243], [0.672, -0.707, 0.442], [-0.281, 0.477, -0.197], [-0.148, 0.004, 0.011], [-0.055, 0.092, 0.040], [0.088, 0.118, -0.026], [0.015, 0.021, -0.015], [-0.129, -0.002, -0.070], [-0.017, 0.147, -0.028], [-0.188, 0.216, 0.252]],
  "mulliken_charge": [0.11, -0.84, -0.29, -0.04, 0.29, 0.35, 0.27, 0.28, 0.25, 0.29, 0.26, 0.07]
}

What did the second record say?
{
  "formula": "C3H3N",
  "method": "wB97M-V/def2-TZVPD",
  "relative_energy_kj_mol": 538.0,
  "molar_mass_g_mol": 53.06,
  "largest_force_ha_per_bohr": 0.172,
  "species": ["C", "C", "N", "C", "H", "H", "H"],
  "coordinates": [[-0.3632, 1.6389, -1.9067], [-0.1694, 0.6714, -0.5466], [0.1467, 0.0559, 0.3950], [0.3469, -0.8172, 1.2682], [-0.5491, 0.7121, -2.5374], [0.6701, -0.5060, 2.1873], [-0.0820, -1.7552, 1.1402]],
  "forces_ev_per_angstrom": [[0.875, -4.292, 4.725], [-1.172, 5.152, -7.074], [-0.011, 0.305, -0.138], [-0.121, -0.726, 0.522], [-0.226, 0.699, 0.079], [0.942, 0.564, 2.226], [-0.288, -1.703, -0.340]],
  "mulliken_charge": [-0.48, 0.17, 0.00, -0.36, 0.14, 0.26, 0.26]
}